(1)
Formula: C27H100BrFInO24
Source: the Open Molecules 2025 dataset
Level of theory: the ωB97M-V functional and the def2-TZVPD basis

## Properties
* total charge: -1
* HOMO level: -5.322 eV
* LUMO: 0.0555 Eh

Each line ends with the Mulliken charge.
Positions of all 154 atoms, in Å:
O: -1.342 -0.664 4.394  -0.606
C: -1.649 -0.409 3.120  0.526
Br: -3.140 0.924 2.765  -0.329
C: -0.971 -1.094 1.792  -0.533
In: 1.284 -0.947 1.672  0.896
C: 2.202 0.771 2.825  -0.769
C: 3.618 0.182 3.494  0.838
F: 4.343 1.237 4.288  -0.343
H: -1.489 -0.705 0.798  0.179
H: -1.244 -2.255 1.845  0.130
H: 2.017 -2.468 2.314  -0.371
H: 1.694 -0.740 -0.092  -0.401
H: 1.529 1.241 3.658  0.309
H: 2.560 1.616 2.068  0.085
H: 3.322 -0.750 4.179  -0.292
H: 4.338 -0.275 2.664  -0.375
C: -0.140 -3.869 6.383  -0.835
O: -1.555 -3.903 6.381  -0.600
H: 0.231 -4.567 7.138  0.471
H: 0.234 -4.165 5.400  0.387
H: 0.200 -2.859 6.626  0.280
H: -1.855 -3.275 5.702  0.294
C: -4.023 -3.953 2.611  -0.273
O: -2.697 -4.208 3.037  -0.478
H: -4.013 -3.705 1.547  -0.100
H: -4.635 -4.844 2.769  0.349
H: -4.432 -3.112 3.175  0.272
H: -2.737 -4.426 3.983  0.257
C: 2.933 -2.382 6.575  -0.581
O: 3.897 -2.473 5.542  -0.483
H: 2.134 -1.707 6.257  0.191
H: 2.514 -3.372 6.772  0.293
H: 3.403 -1.987 7.479  0.329
H: 4.592 -3.078 5.852  0.265
C: 5.401 -2.946 1.958  -0.445
O: 4.797 -1.935 1.172  -0.326
H: 4.956 -2.934 2.955  0.025
H: 5.227 -3.921 1.496  0.288
H: 6.474 -2.755 2.037  0.312
H: 5.212 -1.971 0.293  0.220
C: 5.736 2.296 0.452  -0.459
O: 6.541 1.369 1.156  -0.598
H: 6.245 2.578 -0.473  0.342
H: 4.775 1.836 0.210  0.319
H: 5.581 3.186 1.067  0.051
H: 6.064 1.137 1.971  0.290
C: -3.219 -2.546 -1.834  -0.522
O: -2.423 -1.783 -0.946  -0.343
H: -3.817 -3.254 -1.256  0.231
H: -3.882 -1.881 -2.392  0.048
H: -2.572 -3.096 -2.523  0.362
H: -1.903 -1.164 -1.487  0.222
C: -5.198 0.613 -3.968  -0.501
O: -3.820 0.315 -4.096  -0.467
H: -5.607 0.049 -3.127  0.110
H: -5.325 1.683 -3.782  0.304
H: -5.720 0.328 -4.884  0.312
H: -3.485 0.831 -4.850  0.268
C: -4.230 4.542 0.668  -0.584
O: -4.882 3.286 0.658  -0.343
H: -4.931 5.309 0.331  0.217
H: -3.899 4.774 1.683  0.248
H: -3.372 4.514 -0.009  0.293
H: -4.236 2.626 0.961  0.120
C: 8.534 4.989 -0.614  -0.439
O: 7.704 5.291 0.492  -0.477
H: 8.796 5.918 -1.126  0.140
H: 9.446 4.499 -0.263  0.277
H: 7.998 4.333 -1.305  0.228
H: 7.488 4.448 0.926  0.298
C: -2.443 -4.211 -5.797  -0.081
O: -3.065 -3.553 -4.709  -0.511
H: -2.786 -5.248 -5.829  0.246
H: -2.715 -3.711 -6.730  -0.005
H: -1.358 -4.192 -5.664  0.078
H: -2.742 -2.636 -4.706  0.254
C: -1.936 -7.353 -8.383  -0.535
O: -2.766 -7.050 -7.276  -0.449
H: -1.674 -6.424 -8.894  0.151
H: -1.024 -7.843 -8.032  0.271
H: -2.472 -8.008 -9.073  0.280
H: -2.982 -7.893 -6.842  0.268
C: 8.505 9.234 -2.227  -0.543
O: 9.310 8.306 -1.522  -0.507
H: 9.014 9.516 -3.151  0.217
H: 7.544 8.774 -2.468  0.260
H: 8.351 10.124 -1.612  0.254
H: 8.833 8.075 -0.708  0.300
C: -3.536 7.740 3.455  -0.499
O: -3.739 7.244 2.144  -0.458
H: -4.161 7.175 4.150  0.217
H: -2.486 7.620 3.732  0.215
H: -3.816 8.796 3.493  0.253
H: -3.172 7.765 1.551  0.281
C: 3.690 5.667 0.012  -0.285
O: 3.334 4.590 -0.835  -0.488
H: 4.545 5.370 0.624  0.144
H: 3.963 6.534 -0.595  0.254
H: 2.847 5.914 0.662  0.146
H: 2.574 4.883 -1.366  0.263
C: 0.263 -3.076 -8.307  -0.500
O: -0.359 -2.419 -7.218  -0.395
H: -0.080 -4.113 -8.338  0.099
H: -0.009 -2.576 -9.239  0.323
H: 1.348 -3.057 -8.173  0.287
H: -0.036 -1.502 -7.216  0.234
C: -7.175 -1.932 1.325  -0.639
O: -5.797 -2.230 1.197  -0.283
H: -7.583 -2.497 2.167  0.225
H: -7.301 -0.863 1.512  0.286
H: -7.697 -2.218 0.409  0.245
H: -5.462 -1.715 0.443  0.181
C: 3.807 -4.653 -6.142  -0.578
O: 2.457 -4.936 -6.458  -0.450
H: 4.442 -4.987 -6.966  0.217
H: 3.932 -3.577 -6.001  0.267
H: 4.088 -5.185 -5.230  0.263
H: 1.918 -4.630 -5.709  0.277
C: 2.532 8.197 3.231  -0.526
O: 1.938 7.173 2.454  -0.467
H: 3.137 8.832 2.580  0.215
H: 1.750 8.799 3.701  0.241
H: 3.171 7.750 3.997  0.247
H: 1.408 6.626 3.059  0.281
C: -7.557 2.285 -1.202  -0.526
O: -7.891 2.571 0.144  -0.555
H: -8.289 1.583 -1.609  0.313
H: -7.576 3.208 -1.787  0.296
H: -6.562 1.835 -1.244  0.143
H: -7.224 3.195 0.477  0.306
C: -4.132 -2.046 -9.096  -0.439
O: -3.169 -2.138 -10.129  -0.528
H: -4.931 -1.372 -9.414  0.277
H: -4.551 -3.036 -8.899  0.230
H: -3.662 -1.651 -8.192  0.167
H: -2.473 -2.742 -9.819  0.294
C: 4.949 3.381 6.384  -0.199
O: 4.119 3.683 7.490  -0.540
H: 5.212 4.309 5.872  0.210
H: 5.861 2.891 6.735  0.217
H: 4.413 2.725 5.693  0.059
H: 3.903 2.840 7.924  0.297
C: 0.218 -3.726 10.297  -0.528
O: -0.138 -4.803 9.450  -0.500
H: 1.073 -4.023 10.909  0.224
H: 0.491 -2.859 9.690  0.226
H: -0.625 -3.479 10.947  0.272
H: -0.898 -4.511 8.919  0.288
C: -6.083 -4.835 -3.281  -0.609
O: -4.705 -5.133 -3.409  -0.490
H: -6.492 -5.400 -2.440  0.242
H: -6.210 -3.766 -3.095  0.192
H: -6.605 -5.121 -4.197  0.276
H: -4.370 -4.618 -4.163  0.338



(2)
Formula: C23H21BeBrN5O
Source: the Open Molecules 2025 dataset
Level of theory: the ωB97M-V functional and the def2-TZVPD basis

## Properties
* energy above the lowest of the compared OMol25 structures with the same formula, charge and spin: 0.000 eV
* total charge: +1
* HOMO level: -10.176 eV
* LUMO: -0.1540 Eh

Each line ends with the Mulliken charge.
Positions of all 52 atoms, in Å:
Be: -0.396 0.372 0.164  -0.217
C: 2.212 2.278 -3.984  -0.523
C: 1.278 2.995 -3.251  -0.777
C: 0.355 2.332 -2.455  -0.118
C: 0.361 0.941 -2.379  -0.547
C: 1.307 0.224 -3.111  0.206
C: 2.220 0.892 -3.912  -0.902
N: -0.517 0.296 -1.476  0.341
C: -1.208 -0.809 -1.795  0.728
C: -1.497 -1.279 -3.106  -0.923
C: -2.268 -2.392 -3.270  -0.586
C: -2.793 -3.124 -2.172  -0.701
C: -2.526 -2.716 -0.902  -0.802
C: -1.725 -1.567 -0.705  0.546
N: -1.333 -1.082 0.519  1.549
N: -1.686 -1.712 1.558  -1.363
C: -1.282 -1.200 2.804  0.349
C: -1.209 -2.133 3.836  -0.615
C: -0.818 -1.708 5.091  -0.339
C: -0.535 -0.363 5.290  -0.663
C: -0.667 0.499 4.219  -0.400
N: -1.032 0.098 2.998  -0.329
H: 2.929 2.794 -4.608  0.440
H: 1.260 4.076 -3.304  0.438
H: -0.383 2.888 -1.889  0.264
H: 1.327 -0.858 -3.041  0.539
H: 2.948 0.325 -4.478  0.396
H: -1.121 -0.729 -3.958  0.542
H: -2.497 -2.727 -4.274  0.420
H: -3.403 -3.997 -2.350  0.422
H: -2.907 -3.249 -0.043  0.472
H: -1.457 -3.162 3.624  0.478
H: -0.746 -2.415 5.907  0.425
H: -0.238 0.019 6.256  0.414
H: -0.487 1.561 4.339  0.441
Br: 4.372 2.896 0.356  -0.140
C: 3.375 1.338 0.658  -0.542
C: 3.984 0.152 1.034  -0.013
C: 3.190 -0.968 1.233  -0.985
C: 1.827 -0.867 1.044  -0.040
N: 1.247 0.284 0.683  0.428
C: 2.002 1.371 0.496  0.046
H: 5.057 0.106 1.165  0.481
H: 3.625 -1.912 1.525  0.446
H: 1.174 -1.720 1.173  0.439
H: 1.494 2.280 0.200  0.574
C: -2.404 2.108 0.474  -0.857
O: -1.101 1.663 0.907  -0.110
H: -2.683 2.992 1.042  0.313
H: -3.143 1.318 0.617  0.342
H: -2.335 2.350 -0.582  0.309
H: -1.149 1.242 1.835  0.704



(3)
Formula: C9H36O9
Source: the Open Molecules 2025 dataset
Level of theory: the ωB97M-V functional and the def2-TZVPD basis

## Properties
* energy above the lowest of the compared OMol25 structures with the same formula, charge and spin: 5.425 eV
* total charge: 0
* HOMO level: -9.977 eV
* LUMO: 0.0184 Eh
* structure (SMILES): CO.CO.CO.CO.CO.CO.CO.CO.CO

Each line ends with the Mulliken charge.
Positions of all 54 atoms, in Å:
C: 3.672 2.699 -1.066  -0.292
O: 2.935 2.413 0.106  -0.471
H: 4.552 3.306 -0.823  0.350
H: 4.016 1.770 -1.511  0.011
H: 3.122 3.314 -1.786  0.146
H: 2.700 3.249 0.516  0.273
C: -4.542 -0.261 -1.552  -0.517
O: -3.638 0.495 -0.750  -0.524
H: -4.718 0.256 -2.491  0.263
H: -4.132 -1.257 -1.706  0.084
H: -5.512 -0.322 -1.051  0.257
H: -3.256 -0.065 -0.069  0.211
C: -2.005 -3.586 -0.894  0.184
O: -1.837 -4.436 -2.012  -0.543
H: -2.768 -2.855 -1.159  -0.318
H: -2.237 -4.080 0.050  0.308
H: -1.081 -3.016 -0.746  0.094
H: -1.481 -5.281 -1.729  0.308
C: -2.029 0.357 3.533  -0.679
O: -1.001 0.801 2.704  -0.419
H: -2.845 -0.156 3.009  0.243
H: -1.662 -0.356 4.272  0.279
H: -2.519 1.159 4.098  0.296
H: -1.304 1.096 1.838  0.289
C: -2.617 3.390 0.936  -0.736
O: -1.752 2.462 0.306  -0.323
H: -3.093 2.937 1.811  0.272
H: -2.098 4.302 1.223  0.248
H: -3.408 3.692 0.243  0.311
H: -2.337 1.842 -0.149  0.387
C: 1.642 -3.563 3.372  -0.409
O: 2.043 -4.918 3.567  -0.524
H: 0.617 -3.452 3.732  0.205
H: 2.265 -2.876 3.952  0.281
H: 1.750 -3.272 2.330  0.140
H: 2.605 -4.962 4.342  0.301
C: 0.010 3.761 -2.776  -0.544
O: 0.137 2.339 -2.735  -0.464
H: 1.009 4.125 -3.038  0.255
H: -0.672 4.055 -3.570  0.261
H: -0.319 4.074 -1.785  0.176
H: 0.562 2.110 -1.905  0.287
C: 0.497 -0.542 -0.452  -0.223
O: 0.516 -1.215 0.790  -0.379
H: 0.806 -1.187 -1.274  0.405
H: -0.525 -0.221 -0.690  0.227
H: 1.095 0.370 -0.544  -0.239
H: 0.515 -0.556 1.494  0.243
C: 4.523 -1.277 -1.966  -0.198
O: 5.184 -2.053 -0.980  -0.503
H: 5.193 -0.504 -2.357  0.254
H: 4.162 -1.951 -2.737  0.276
H: 3.677 -0.707 -1.566  -0.098
H: 5.585 -1.445 -0.353  0.278



(4)
Formula: C3H2O3
Source: the Open Molecules 2025 dataset
Level of theory: the ωB97M-V functional and the def2-TZVPD basis

## Properties
* energy above the lowest of the compared OMol25 structures with the same formula, charge and spin: 2.014 eV
* total charge: 0
* HOMO level: -9.996 eV
* LUMO: -0.0416 Eh
* structure (SMILES): O=CC(=O)C=O

Each line ends with the Mulliken charge.
Positions of all 8 atoms, in Å:
O: -1.964 0.134 0.775  -0.370
C: -0.822 0.481 0.946  -0.088
C: 0.074 0.472 -0.365  0.522
O: -0.037 1.322 -1.212  -0.439
C: 0.950 -0.762 -0.655  0.068
O: 1.084 -1.639 0.157  -0.425
H: -0.735 0.758 2.002  0.375
H: 1.448 -0.766 -1.649  0.359



(5)
Formula: CH6N2
Source: the Open Molecules 2025 dataset
Level of theory: the ωB97M-V functional and the def2-TZVPD basis

## Properties
* energy above the lowest of the compared OMol25 structures with the same formula, charge and spin: 0.815 eV
* total charge: 0
* HOMO level: -9.763 eV
* LUMO: 0.0380 Eh
* structure (SMILES): C=N.N

Each line ends with the Mulliken charge.
Positions of all 9 atoms, in Å:
N: 1.177 -1.653 -0.718  -0.583
H: 1.247 -0.910 -1.384  0.207
H: 0.307 -2.149 -0.614  0.204
H: 1.964 -2.266 -0.613  0.179
C: -0.587 0.527 0.621  -0.255
N: -0.797 1.749 0.444  -0.498
H: 0.268 0.170 1.191  0.342
H: -1.206 -0.319 0.290  0.163
H: -1.639 1.940 -0.099  0.241



(6)
Formula: C4H9NO2
Source: the Open Molecules 2025 dataset
Level of theory: the ωB97M-V functional and the def2-TZVPD basis

## Properties
* energy above the lowest of the compared OMol25 structures with the same formula, charge and spin: 0.860 eV
* total charge: 0
* HOMO level: -9.740 eV
* LUMO: 0.0222 Eh
* structure (SMILES): C[C@@H](N)CC(=O)O

Each line ends with the Mulliken charge.
Positions of all 16 atoms, in Å:
C: -2.455 -0.435 -0.059  -1.393
C: -1.057 0.053 0.299  0.320
C: -0.024 -0.535 -0.674  -0.886
C: 1.325 0.129 -0.483  0.509
O: 1.347 1.483 -0.754  -0.467
O: 2.297 -0.414 -0.051  -0.517
N: -0.682 -0.295 1.676  -0.625
H: -2.467 -1.524 0.046  0.316
H: -3.189 -0.041 0.645  0.386
H: -2.749 -0.164 -1.076  0.353
H: -0.980 1.139 0.253  0.389
H: -0.306 -0.456 -1.729  0.405
H: 0.083 -1.599 -0.461  0.336
H: 0.825 1.548 -1.573  0.343
H: -0.818 -1.289 1.830  0.258
H: -1.343 0.156 2.294  0.274